# 1
# C3HO2Sm

C3HO2Sm as an isolated structure at a distorted geometry (the ωB97M-V functional and the def2-TZVPD basis, OMol25).

Last column: Mulliken charge in e.
Positions of all 7 atoms, in Å:
H 1.540 1.726 -1.318  0.270
C 0.948 1.971 0.612  0.667
C 1.007 1.260 -0.477  -1.120
O 0.939 2.455 1.684  -0.377
Sm -0.349 -0.758 -0.858  1.531
O -1.300 -1.486 1.439  -0.113
C -1.645 -1.622 2.513  0.142

For the gap between HOMO and LUMO (spin up / spin down), the calculation gives 6.6896 / 6.8522 eV. Its spin multiplicity is 7. The net charge is +1. Its expectation value of S² is 12.009. The LUMO energy (spin up / spin down) comes out at -5.2 / -5.1 eV.

***

# 2
# C3HO2Zn

C3HO2Zn as an isolated structure at a distorted geometry (the ωB97M-V functional and the def2-TZVPD basis, OMol25).

Last column: Mulliken charge in e.
Positions of all 7 atoms, in Å:
O 1.142 -0.929 0.032  -0.642
O 0.858 1.241 -0.027  -0.632
C 0.392 0.072 -0.089  1.289
Zn 2.657 0.388 0.039  0.226
C -2.126 0.447 0.206  -0.385
C -1.074 -0.122 -0.227  -0.125
H -1.848 -1.096 0.067  0.269

For the gap between HOMO and LUMO (spin up / spin down), the calculation gives 8.2612 / 9.8966 eV. Its spin multiplicity is 2. Its expectation value of S² is 0.752. The LUMO energy (spin up / spin down) comes out at 0.0 / -1.3 eV.

***

For the records above, the corresponding relative energy (zero: lowest compared OMol25 entry of this formula, charge and spin) values read 0.0; 0.0 kcal/mol.